{"formula": "C38H80F6N8O16S6", "method": "ωB97M-V/def2-TZVPD", "symbols": ["C", "C", "O", "N", "H", "H", "C", "H", "H", "H", "H", "H", "H", "C", "C", "C", "C", "C", "C", "N", "O", "C", "C", "C", "H", "H", "H", "H", "H", "H", "H", "H", "H", "H", "H", "H", "H", "H", "H", "H", "H", "H", "C", "C", "C", "C", "C", "C", "N", "O", "C", "C", "C", "H", "H", "H", "H", "H", "H", "H", "H", "H", "H", "H", "H", "H", "H", "H", "H", "H", "H", "C", "C", "C", "C", "C", "C", "N", "O", "C", "C", "C", "H", "H", "H", "H", "H", "H", "H", "H", "H", "H", "H", "H", "H", "H", "H", "H", "H", "H", "C", "C", "C", "N", "C", "C", "C", "C", "C", "H", "H", "H", "H", "H", "H", "H", "H", "H", "H", "H", "H", "H", "H", "H", "H", "H", "H", "N", "S", "O", "O", "F", "S", "O", "O", "F", "N", "S", "O", "O", "F", "S", "O", "O", "F", "N", "S", "O", "O", "F", "S", "O", "O", "F"], "coordinates": [[6.47649, 7.02963, -2.90235], [6.13093, 8.52049, -3.16194], [6.15040, 9.00932, -4.30872], [5.52736, 9.21977, -1.94573], [5.24381, 8.55360, -1.24152], [6.30108, 9.67744, -1.48530], [4.41975, 10.25351, -2.13697], [5.56969, 6.44579, -2.74440], [7.03383, 6.93607, -1.97030], [7.04010, 6.60411, -3.73263], [4.95932, 11.09197, -2.57737], [3.93540, 10.44695, -1.17985], [3.68684, 9.81198, -2.81224], [5.37134, 8.36525, -7.98340], [5.24634, 9.65618, -8.89018], [6.67826, 9.92166, -9.26550], [6.92743, 10.67058, -10.58860], [6.00844, 10.14193, -11.71046], [4.52749, 10.06462, -11.39615], [4.32750, 9.42450, -10.03330], [3.30144, 8.47042, -9.89293], [3.84447, 9.17032, -12.45462], [3.90125, 11.49132, -11.53004], [4.67492, 10.82331, -8.08315], [4.51659, 8.03152, -7.39507], [6.15557, 8.42352, -7.22861], [5.67722, 7.48346, -8.54641], [7.11746, 8.97819, -9.58963], [7.32663, 10.21551, -8.44005], [7.96459, 10.66570, -10.92384], [6.68507, 11.71374, -10.38567], [6.27776, 9.08916, -11.79568], [6.12994, 10.55593, -12.71143], [2.75553, 9.13194, -12.42580], [4.10569, 8.12385, -12.29724], [4.03200, 9.55624, -13.45662], [4.11253, 11.97812, -12.48213], [4.23238, 12.13256, -10.71317], [2.82661, 11.51898, -11.34982], [4.97450, 10.64354, -7.05066], [3.59003, 10.88537, -8.16835], [4.99054, 11.82509, -8.37457], [-0.97025, 5.14173, -4.95661], [0.24659, 6.03104, -5.45221], [-0.12148, 6.74008, -6.76804], [0.72687, 7.90134, -7.26162], [0.74618, 8.95687, -6.21841], [1.15241, 8.42420, -4.80672], [0.39270, 7.16980, -4.43019], [0.37015, 6.83812, -3.08005], [0.86033, 9.52144, -3.75481], [2.67754, 8.04109, -4.86437], [1.59187, 5.21054, -5.71450], [-1.29530, 4.54042, -5.80565], [-1.90358, 5.65942, -4.73525], [-0.63863, 4.48937, -4.14880], [-1.06102, 7.24436, -6.54208], [-0.31125, 5.96327, -7.50875], [0.24650, 8.35755, -8.12720], [1.71817, 7.50894, -7.48843], [-0.24119, 9.41817, -6.23860], [1.32935, 9.81760, -6.54576], [-0.18225, 9.48837, -3.43853], [1.22258, 10.52253, -3.98869], [1.50169, 9.27099, -2.90980], [3.07482, 7.55016, -3.97597], [3.26367, 8.92186, -5.12665], [2.91931, 7.31355, -5.63918], [2.23318, 5.14539, -4.83554], [2.28770, 5.59555, -6.45994], [1.28444, 4.22333, -6.05947], [7.27461, 13.14353, -4.70227], [8.66743, 12.52783, -4.73525], [9.32754, 12.65068, -6.15397], [10.87784, 12.56204, -6.10864], [11.46878, 13.59598, -5.15288], [11.01411, 13.52377, -3.65488], [9.46238, 13.13056, -3.55117], [8.85858, 13.17706, -2.26995], [11.29210, 14.90313, -2.95231], [11.88755, 12.39401, -3.10477], [8.53781, 10.96769, -4.37016], [6.58348, 12.90399, -5.51039], [7.39452, 14.21893, -4.57101], [6.70097, 12.96560, -3.79266], [9.03287, 13.65075, -6.47197], [8.86420, 11.94804, -6.84658], [11.30848, 12.75553, -7.09109], [11.20837, 11.56403, -5.82084], [11.34935, 14.57399, -5.61906], [12.54590, 13.47279, -5.26578], [11.12211, 14.92822, -1.87593], [10.87140, 15.78131, -3.44211], [12.36487, 15.09507, -2.93181], [12.95788, 12.39958, -3.31081], [11.57618, 11.38737, -3.38372], [11.67554, 12.26365, -2.04356], [9.54138, 10.55318, -4.27460], [8.14958, 10.56572, -5.30600], [8.04730, 10.69778, -3.43493], [8.64171, 5.91773, 0.82353], [7.57909, 4.92140, 0.35090], [8.27177, 3.67556, -0.27797], [7.47890, 2.79815, -1.33445], [7.57688, 3.52395, -2.71520], [6.03794, 2.57454, -0.94205], [5.93126, 1.03590, -0.97525], [7.34614, 0.44014, -0.66378], [8.18213, 1.39173, -1.47235], [8.26884, 6.82099, 1.30642], [9.26770, 6.21376, -0.01826], [9.21907, 5.41980, 1.60251], [6.82003, 5.29741, -0.33506], [7.00575, 4.61502, 1.22583], [8.54246, 3.05271, 0.57460], [9.13887, 3.94508, -0.88095], [8.64787, 3.54685, -2.91659], [7.05353, 4.46816, -2.56457], [7.20143, 2.93251, -3.55026], [5.32962, 3.04427, -1.62449], [5.85973, 3.03301, 0.03065], [5.63683, 0.77074, -1.99069], [5.12399, 0.78036, -0.28887], [7.58788, -0.60207, -0.87223], [7.60667, 0.56240, 0.38754], [8.12324, 1.11366, -2.52464], [9.21785, 1.40076, -1.13279], [2.04943, 13.95455, -4.16888], [3.33373, 13.47132, -4.62019], [3.62287, 12.02388, -4.56163], [4.43656, 14.41194, -4.49249], [3.00505, 13.54496, -6.20140], [2.38569, 13.71302, -2.56120], [3.33829, 14.57966, -1.88403], [2.17629, 12.39602, -2.03309], [0.93744, 14.44084, -2.19816], [4.53458, 7.50134, -0.26457], [4.57963, 7.59006, 1.25635], [5.21500, 6.46443, 1.96010], [3.62390, 8.43210, 1.90050], [5.82529, 8.61389, 1.17388], [3.46592, 6.15278, -0.32882], [2.25708, 6.36064, 0.44492], [4.07346, 4.88419, -0.42390], [2.98289, 6.53660, -1.82367], [7.67779, 10.50373, -0.89402], [8.96867, 9.89793, -0.44585], [8.92164, 9.14785, 0.80233], [10.18272, 10.52336, -0.86112], [8.90596, 8.69273, -1.50902], [7.56784, 11.56570, 0.48475], [8.63718, 12.49435, 0.71325], [6.86663, 11.14358, 1.68552], [6.47302, 12.59067, -0.14894]], "forces_ev_per_a": [[0.240, 1.204, 0.303], [-1.300, -0.319, -2.847], [-0.155, -1.000, 4.251], [-0.073, 0.321, -2.477], [-0.587, -1.365, 0.447], [1.327, 0.943, 0.641], [0.936, -0.687, -0.680], [-0.332, 0.245, -0.080], [0.173, 0.085, 0.015], [-0.032, 0.325, 0.002], [-0.819, 0.244, 0.087], [0.408, 0.126, 0.012], [0.174, 0.357, -0.069], [-0.587, -0.643, -0.038], [0.123, -1.470, 1.902], [1.831, -1.095, -3.152], [-1.393, 1.964, 0.206], [1.188, -1.536, 1.278], [-1.710, 0.301, -1.271], [-5.118, -5.260, -0.003], [6.781, 6.459, -0.757], [-0.769, -0.316, 0.430], [-0.613, 0.333, 1.936], [-0.918, 0.702, 0.228], [-0.501, 0.551, -0.330], [0.163, 0.912, -0.159], [-0.140, 0.165, -0.540], [-0.118, -0.709, 0.638], [-0.626, 0.477, 0.123], [-0.035, -0.296, 0.250], [0.093, 0.388, -0.352], [0.342, -0.254, -0.410], [0.032, 0.360, 0.311], [-0.075, 0.472, 0.524], [0.532, 0.042, -0.452], [0.596, -0.194, 0.128], [0.255, -0.490, 0.018], [0.575, 0.169, -0.184], [-0.152, -0.530, -0.413], [-0.203, 0.181, 0.065], [-0.100, -0.302, 0.421], [0.478, -0.197, -0.247], [1.123, -0.055, -0.817], [-0.831, 0.185, -0.358], [-1.331, 0.547, 0.305], [0.410, -1.216, -0.191], [-0.484, 0.128, 0.424], [-0.216, 2.116, -0.352], [2.926, -3.032, 7.352], [-0.458, 2.352, -8.897], [1.082, -1.113, 0.770], [0.004, -0.782, -0.219], [-0.312, 0.268, 1.021], [0.475, -0.317, -0.086], [0.479, 0.589, 0.472], [-0.279, 0.115, 0.017], [-0.623, -0.385, -0.251], [0.088, 0.089, -0.038], [0.257, -0.446, -0.352], [0.194, 0.374, -0.420], [-0.354, -0.205, 0.710], [0.723, -0.163, 0.601], [0.092, 0.271, -0.096], [-0.305, -0.057, -0.729], [-0.436, -0.048, 0.491], [-0.353, 0.465, 0.440], [-0.295, 0.347, 0.358], [-0.403, 0.187, -0.221], [-0.426, -0.388, 0.337], [-0.677, 0.454, -0.316], [-0.085, -0.009, 0.271], [-0.308, 1.148, 1.260], [-0.861, -1.883, 1.019], [0.952, 1.191, 1.478], [-0.862, -0.116, 0.218], [-0.645, 0.401, -0.927], [1.010, 0.991, -1.022], [-2.045, -0.129, 6.689], [4.209, -0.166, -9.080], [0.216, -0.587, 0.324], [-1.357, -1.605, 1.964], [1.562, 0.886, -0.462], [0.559, -0.023, -0.282], [-0.156, 0.300, -0.831], [0.245, -0.730, 0.126], [0.163, 0.097, -0.365], [-0.026, -0.153, 0.313], [-0.165, -0.049, -0.076], [-0.112, -0.148, 0.021], [-0.617, 0.302, 0.340], [0.090, -0.101, 0.882], [-0.804, -0.313, -0.092], [-0.419, -0.331, -0.053], [0.263, -0.438, -0.643], [-0.238, 0.874, -0.048], [-0.302, 0.053, -0.823], [0.487, 0.490, 0.369], [0.184, -0.045, -0.061], [-0.548, -0.280, 0.473], [-0.455, 0.535, -0.370], [-0.133, -0.273, -0.167], [-0.369, -0.675, -0.327], [-0.459, 0.122, -0.386], [1.085, 0.743, -0.772], [0.493, -0.975, 1.590], [0.612, -1.103, 0.254], [-0.408, -0.208, 0.430], [-0.829, 1.321, 0.546], [-0.287, 0.468, -0.024], [-0.428, -0.120, -0.285], [0.255, 0.078, 0.169], [0.404, -0.004, -0.181], [0.111, 0.496, -0.124], [-0.092, -0.131, -0.058], [0.167, -0.483, -0.451], [0.224, 0.115, 0.473], [-0.035, 0.800, 0.085], [0.430, -0.017, -0.366], [-0.694, -0.156, 0.483], [0.367, 0.042, -0.121], [0.142, -0.260, 0.003], [-0.063, -0.321, 0.032], [0.148, -0.516, -0.095], [-0.555, 0.075, -0.438], [-0.236, 0.108, 0.191], [0.137, 0.215, -0.027], [-0.044, 0.585, -0.200], [-3.631, 0.521, 4.453], [7.793, -2.191, -7.500], [0.101, 1.384, 0.719], [-0.547, -1.668, 0.073], [0.035, 0.185, -0.320], [-4.709, 3.738, 5.063], [-0.942, -1.653, -1.883], [0.583, -0.122, -1.023], [1.482, -0.786, 0.022], [-3.133, -4.661, -2.106], [4.640, 3.183, 6.742], [-2.023, 1.046, -1.523], [-0.345, -1.269, -0.445], [0.173, -0.069, -0.060], [-2.427, 2.961, -0.789], [2.041, -0.735, -0.974], [0.588, -0.645, -0.394], [0.224, -0.549, -0.310], [-2.891, 4.242, 2.124], [5.325, -6.058, 0.926], [0.241, 1.762, -1.286], [-0.143, 0.575, 0.265], [-0.253, -0.755, -0.874], [-4.352, 4.145, 2.795], [0.645, -1.525, -1.114], [1.202, -0.781, -2.582], [0.484, -1.308, -0.554]], "homo_ev": -12.939, "multiplicity": 1, "e_tot_ev": -166665.816, "charge": 2, "max_force_ev_per_a": 11.036}